7
Properties=species:S:1:pos:R:3 method="wB97M-V/def2-TZVPD" de_lowest_kj_mol=631.5 smiles=O[C@]12O[C@H]1O2 e_homo_ev=-9.85 energy_ev=-8242.0516 molar_mass_g_mol=74.035
C 1.155 0.395 -0.120
C -0.177 0.007 -0.037
O 0.116 1.354 0.222
O 0.397 -0.084 -1.262
O -1.404 -1.004 0.717
H 2.115 0.297 0.314
H -2.201 -0.966 0.166